Run P
A molecular structure, C5H14N2O, computed with ωB97M-V/def2-TZVPD.

CARTESIAN COORDINATES (ANGSTROEM)
C -1.091 -1.636 0.583
C -1.326 0.016 -1.207
N -0.517 -0.457 -0.087
O -1.120 1.249 1.290
H -1.014 0.888 2.184
H -1.165 -2.466 -0.123
H -2.083 -1.381 0.956
H -0.452 -1.904 1.424
H -0.896 0.543 -2.058
H -1.963 -0.706 -1.725
H -2.059 0.777 -0.935
C 1.116 1.923 -0.069
C 1.022 -1.196 -0.853
C 0.583 0.821 0.800
N 1.183 0.333 1.828
H 2.152 0.645 1.854
H 1.043 1.691 -1.131
H 0.557 2.845 0.110
H 0.644 -1.802 -1.676
H 1.480 -1.817 -0.085
H 1.745 -0.486 -1.251
H 2.162 2.121 0.171

## Properties
Molecular weight in g mol⁻¹: 118.18
Gap between HOMO and LUMO in Eh: 0.32756

---

Run Q
C5H14N2O in the gas phase, computed with ωB97M-V/def2-TZVPD.

CARTESIAN COORDINATES (ANGSTROEM)
C -0.604 0.059 -0.155
C 0.174 1.402 -0.176
C 0.492 -1.105 -0.429
C 1.175 1.594 0.959
C 0.312 -2.352 0.428
N -1.381 -0.113 1.036
N -1.615 0.048 -1.182
O 0.811 1.601 -1.445
H 1.131 2.520 -1.438
H -0.594 2.246 -0.091
H -1.981 -0.925 0.928
H -1.190 0.441 -2.026
H -2.001 0.692 1.107
H -1.869 -0.906 -1.419
H 1.524 -0.767 -0.301
H 0.427 -1.397 -1.485
H 0.806 1.254 1.931
H 1.427 2.655 1.054
H 2.118 1.076 0.760
H -0.684 -2.787 0.312
H 1.048 -3.113 0.146
H 0.475 -2.124 1.487

## Properties
Molecular weight in g mol⁻¹: 118.18
Gap between HOMO and LUMO in Eh: 0.36306

---

Run R
2 unconnected molecules or ions with the total composition C5H14N2O, computed with ωB97M-V/def2-TZVPD.

CARTESIAN COORDINATES (ANGSTROEM)
C 0.807 -0.742 3.065
C 0.101 -0.120 1.850
C 1.143 0.203 0.672
C 0.430 1.165 -0.324
N 0.274 0.723 -3.318
C -0.706 0.351 -2.355
N -0.570 0.302 -1.098
H 0.295 -1.614 3.456
H 1.107 -0.176 3.937
H 1.776 -1.040 2.756
H -0.498 0.710 2.127
H -0.595 -0.875 1.410
H 2.094 0.632 1.057
H 1.411 -0.767 0.100
H -0.205 1.824 0.309
H 1.053 1.910 -0.855
H 0.082 0.341 -4.236
H 0.297 1.715 -3.534
H -1.397 -0.430 -2.645
H -2.996 -1.425 -1.174
H -1.673 -0.913 -0.515
O -2.230 -1.774 -0.684

## Properties
Molecular weight in g mol⁻¹: 118.18
Gap between HOMO and LUMO in Eh: 0.38807

---

What should be chosen as the least stable of them? Choose run P.

---

Run P
2 unconnected molecules or ions with the total composition C5H14N2O, computed with ωB97M-V/def2-TZVPD.

CARTESIAN COORDINATES (ANGSTROEM)
C -1.043 0.986 -0.117
C -1.214 0.143 -1.374
C 0.042 -0.599 -1.918
N 1.325 -2.560 1.091
C 0.624 -2.222 -0.067
C 0.906 -1.148 -0.801
N -0.290 2.241 -0.208
H -0.501 0.374 0.609
H -2.032 1.174 0.300
H -1.751 0.704 -2.147
H -1.913 -0.634 -1.108
H -0.362 -1.472 -2.425
H 0.657 0.044 -2.544
H 2.015 -1.882 1.371
H 1.619 -3.514 1.202
H -0.180 -2.918 -0.258
H 1.774 -0.569 -0.495
H 0.547 2.094 -0.763
H -0.813 2.957 -0.701
H -0.878 1.813 2.433
H 0.293 2.575 1.995
O -0.179 2.350 2.814

## Properties
Molecular weight in g mol⁻¹: 118.18
Gap between HOMO and LUMO in Eh: 0.33930

---

Run Q
C5H14N2O in the gas phase, computed with ωB97M-V/def2-TZVPD.

CARTESIAN COORDINATES (ANGSTROEM)
C -2.239 -0.355 -0.985
N -1.297 -0.329 0.163
C 0.193 -0.218 -0.060
C 0.810 0.725 0.929
C 0.257 2.065 0.721
O 1.430 2.884 0.469
C 1.115 -1.507 -0.037
N 0.562 -2.407 -1.007
H -2.025 -0.651 -1.973
H -2.357 0.888 -1.064
H -3.138 -0.611 -0.553
H -1.462 -1.119 0.802
H 0.397 0.339 -1.025
H 1.867 0.665 0.767
H 0.799 0.485 2.036
H -0.320 2.097 -0.202
H -0.037 2.377 1.759
H 1.265 3.854 0.332
H 2.179 -1.359 -0.348
H 1.054 -1.986 1.115
H 1.293 -3.161 -1.179
H -0.347 -2.677 -0.658

## Properties
Molecular weight in g mol⁻¹: 118.18
Gap between HOMO and LUMO in Eh: 0.35207

---

Run R
C5H14N2O in the gas phase, computed with ωB97M-V/def2-TZVPD.

CARTESIAN COORDINATES (ANGSTROEM)
C -0.169 -0.066 -0.073
C -1.531 0.124 0.941
C 2.396 0.348 0.162
C 0.856 0.745 0.665
C -0.456 0.505 -1.462
N 0.198 -1.461 -0.131
N -2.843 0.000 0.350
O 2.825 -0.861 0.731
H 2.122 -1.510 0.572
H 0.527 -1.752 -1.043
H -0.534 -2.080 0.195
H -2.926 -0.858 -0.184
H -3.036 0.782 -0.265
H -1.519 1.061 1.502
H -1.444 -0.680 1.677
H 3.069 1.126 0.527
H 2.463 0.317 -0.936
H 0.710 1.808 0.489
H 0.862 0.532 1.733
H -1.209 -0.093 -1.977
H 0.441 0.481 -2.080
H -0.804 1.533 -1.394

## Properties
Molecular weight in g mol⁻¹: 118.18
Gap between HOMO and LUMO in Eh: 0.35129

---

What should be chosen as the least stable of them? Choose run Q.

---

Run P
C5H14N2O in the gas phase, computed with ωB97M-V/def2-TZVPD.

CARTESIAN COORDINATES (ANGSTROEM)
C 0.791 -1.290 0.025
C -0.460 1.033 -0.153
C 0.328 0.013 0.703
C -1.939 0.636 -0.271
C -0.369 2.423 0.489
N 2.043 -1.196 -0.640
N -0.056 -1.796 -0.990
O 0.932 -2.281 0.988
H 1.655 -2.818 0.625
H -0.029 1.103 -1.158
H 2.700 -0.731 -0.018
H 1.908 -0.564 -1.425
H 0.418 -2.603 -1.383
H -0.884 -2.162 -0.527
H 1.223 0.515 1.102
H -0.261 -0.231 1.598
H -2.082 -0.169 -0.996
H -2.554 1.477 -0.610
H -2.340 0.298 0.691
H -0.632 2.391 1.552
H -1.042 3.134 -0.004
H 0.648 2.819 0.401

## Properties
Molecular weight in g mol⁻¹: 118.18
Gap between HOMO and LUMO in Eh: 0.38259

---

Run Q
C5H14N2O in the gas phase, computed with ωB97M-V/def2-TZVPD.

CARTESIAN COORDINATES (ANGSTROEM)
N -1.832 1.476 -1.793
C -0.605 2.077 -1.179
C 0.521 1.064 -0.916
N 0.196 0.261 0.318
C -0.720 0.625 1.374
C 0.032 -1.206 0.016
C 1.450 -1.739 0.437
O 1.163 -2.503 1.632
H -1.868 1.460 -2.693
H -2.338 0.639 -1.378
H -0.406 3.049 -1.776
H -1.071 2.393 -0.164
H 1.506 1.613 -0.738
H 0.478 0.358 -1.833
H -1.786 0.436 1.205
H -0.916 1.673 1.490
H -0.324 0.164 2.296
H -0.132 -1.360 -1.058
H -0.747 -1.758 0.730
H 1.795 -2.598 -0.158
H 2.088 -0.931 0.670
H 1.796 -2.198 2.287

## Properties
Molecular weight in g mol⁻¹: 118.18
Gap between HOMO and LUMO in Eh: 0.32855

---

Run R
C5H14N2O in the gas phase, computed with ωB97M-V/def2-TZVPD.

CARTESIAN COORDINATES (ANGSTROEM)
C 0.026 0.704 1.013
C 0.010 -1.034 -0.863
C -1.450 0.998 1.167
C -1.013 -0.263 -1.677
C 1.300 -1.217 -1.648
N 0.510 -0.534 0.651
N 0.643 0.664 2.557
O 0.669 1.713 0.345
H 1.479 1.287 0.019
H 0.156 -1.216 1.317
H -0.408 -2.017 -0.625
H 1.056 1.577 2.743
H 1.465 0.067 2.637
H -1.585 1.761 1.942
H -1.886 1.450 0.275
H -2.014 0.113 1.468
H -0.707 0.772 -1.853
H -2.005 -0.296 -1.224
H -1.144 -0.726 -2.665
H 1.115 -1.747 -2.591
H 1.750 -0.249 -1.894
H 2.033 -1.809 -1.092

## Properties
Molecular weight in g mol⁻¹: 118.18
Gap between HOMO and LUMO in Eh: 0.35236

---

Run S
C5H14N2O in the gas phase, computed with ωB97M-V/def2-TZVPD.

CARTESIAN COORDINATES (ANGSTROEM)
N -1.879 0.666 -2.310
C -1.292 1.448 -1.198
C 0.043 1.009 -0.681
N -0.005 -0.050 0.329
C -1.274 -0.387 0.944
C 0.979 -1.092 0.153
C 2.192 -0.815 1.041
O 1.709 -1.105 2.375
H -1.122 0.323 -2.886
H -2.337 -0.149 -1.943
H -1.223 2.452 -1.639
H -2.018 1.569 -0.397
H 0.616 1.882 -0.311
H 0.699 0.755 -1.530
H -2.003 -0.871 0.305
H -1.606 0.467 1.530
H -1.069 -1.124 1.732
H 1.283 -1.268 -0.888
H 0.517 -2.023 0.498
H 3.145 -1.324 0.907
H 2.402 0.259 0.967
H 2.242 -0.621 3.003

## Properties
Molecular weight in g mol⁻¹: 118.18
Gap between HOMO and LUMO in Eh: 0.32959

---

What should be chosen as the least stable of them? Choose run Q.